# 1
ORCA calculation (ωB97M-V/def2-TZVPD) on a structure of composition C39H40Cl2CuN4O6S.

The geometry in XYZ format:
```
93
Properties=species:S:1:pos:R:3:lowdin_spin:R:1
H -2.9898 -1.4955 0.8040 0.00
H 0.9789 1.0133 -3.1190 0.00
O -2.3297 -0.9174 -2.3544 0.00
C 6.6126 -0.1618 2.1879 0.00
H 5.3654 1.5795 2.1359 0.00
C 3.6841 -3.7459 -2.7694 0.00
H -4.6324 -1.2564 0.2081 0.00
H 6.8860 -0.0271 3.2258 0.00
C 5.8746 -0.4973 -0.4657 0.00
H -6.2107 0.8164 0.4809 0.00
C 0.3215 1.7512 -2.6778 0.00
O -0.1434 -1.6746 -0.3225 0.01
C 7.1426 -1.2152 1.4516 0.00
Cu 0.8565 0.2160 0.0574 0.76
O -4.4845 3.6578 2.6387 0.00
H 0.6994 -2.5397 -3.3472 0.00
H 3.1009 -4.3198 -4.7498 0.00
C -0.9019 3.7892 -2.7534 0.00
C -3.8403 2.8159 3.2863 0.00
N 1.0885 -0.7332 2.0989 0.02
H 2.7853 -1.8484 1.8495 0.00
Cl 5.1935 0.0302 -4.6285 0.00
O -3.9601 2.4211 4.4534 0.00
H 7.8376 -1.9077 1.9060 0.00
H -2.9024 3.4571 0.8422 0.00
C 4.6142 -1.4329 -3.8756 0.00
H 1.6884 -1.4217 -2.4009 0.00
C 5.7563 0.7390 1.5766 0.00
H 1.1046 -4.3175 -1.5050 0.00
H 0.0782 -4.1570 -0.0423 0.00
C -0.0116 -0.5016 2.8214 0.00
C 1.6804 -2.4978 3.5833 0.00
C -1.2856 2.0296 0.5589 0.01
O 2.6383 0.1122 -0.7912 0.06
H -4.2840 0.7317 -2.8370 0.00
C -3.5983 -2.9019 -0.7411 0.00
H -5.7623 2.2068 -1.5289 0.00
H 2.3808 -3.2752 3.8508 0.00
H -0.0084 -0.9962 -2.7856 0.00
H -2.1388 0.8779 4.0836 0.00
H -1.9507 4.2466 -0.9335 0.00
C -2.6411 2.2093 2.5229 0.00
C 1.9104 -1.7076 2.4703 0.00
N 5.5472 -0.6425 -1.8394 0.00
C 4.4609 1.5981 -0.3866 0.00
C -0.0686 2.8775 -3.3812 0.00
H 4.6016 2.5710 0.0828 0.00
H -4.5018 -2.3705 -2.6328 0.00
H 0.3160 -2.8665 5.2021 0.00
H -4.6618 -4.0747 -2.2202 0.00
H -5.6614 -2.8849 -1.3949 0.00
H 0.2788 3.0318 -4.3920 0.00
H -5.3135 -0.2665 -1.7991 0.00
H -4.5253 0.9402 0.9798 0.00
Cl 4.2369 -3.1227 -0.2537 0.00
O 2.2406 1.8214 0.5218 0.03
C 3.5568 -3.5619 -4.1315 0.00
H -4.1054 2.4498 -1.0326 0.00
C 0.1967 -3.8843 -1.0871 0.00
C -3.6200 -1.5321 -0.0848 0.00
H 5.7292 0.1713 -2.4078 0.00
C 3.0247 1.1863 -0.1976 0.00
S -2.9796 -0.2240 -1.1906 0.00
C -5.3222 1.4502 0.4366 0.00
N -0.0835 1.5063 -1.4378 0.03
C 0.5383 -2.2642 4.3320 0.00
C -0.8847 2.3855 -0.8261 0.00
N -0.6201 0.9991 1.0856 0.07
C -0.8854 0.5948 2.3292 0.01
C 6.7886 -1.3636 0.1232 0.00
C -4.6678 -3.0655 -1.8097 0.00
H 3.3241 -4.6492 -2.2973 0.00
H 3.9166 -2.1686 -5.7376 0.00
H -0.6408 -4.2775 -1.6679 0.00
C -4.9293 1.7305 -1.0052 0.00
C 4.0102 -2.3728 -4.6810 0.00
C 0.2197 -2.3982 -1.2449 0.00
C -1.8916 1.1805 3.0764 0.00
C -1.3160 3.5466 -1.4555 0.00
C 4.8111 -1.5971 -2.4891 0.00
H -3.7383 -3.6452 0.0503 0.00
H -1.2220 4.6861 -3.2660 0.00
H -1.2255 -1.0471 4.5058 0.00
H -2.6139 -3.0793 -1.1729 0.00
H 4.6506 1.7064 -1.4568 0.00
C 4.2630 -2.7785 -1.9618 0.00
H -5.5148 2.3689 0.9871 0.00
C -0.3236 -1.2508 3.9501 0.00
C -4.5297 0.4927 -1.8007 0.00
C -2.3054 2.6550 1.2519 0.00
C 5.3788 0.5861 0.2447 0.00
C 0.6739 -1.8065 -2.5422 0.00
H 7.1976 -2.1668 -0.4751 0.00
```

Output
Multiplicity = 2
Lowest unoccupied orbital energy (spin up / spin down) = -0.54 / -0.67 eV
HOMO (spin up / spin down) = -7.9 / -7.9 eV
HOMO-LUMO gap (spin up / spin down) = 7.36 / 7.23 eV


# 2
ORCA calculation (ωB97M-V/def2-TZVPD) on a structure of composition C39H40ClN7O6Sn.

The geometry in XYZ format:
```
94
Properties=species:S:1:pos:R:3:lowdin_charge:R:1
H 3.3303 3.1748 1.7166 0.11
C 2.8964 3.9160 1.0576 -0.07
H -2.9131 -4.9051 -0.3794 0.09
O -0.8498 2.7496 -0.4395 -0.17
C -0.5529 0.2298 3.6677 -0.52
C -0.6272 4.0896 -3.6370 -0.25
C -0.8700 4.3391 -5.0827 -0.01
H 2.5425 1.2650 -5.4025 0.09
H 1.9418 -0.4552 3.7279 0.09
H 2.4726 5.2315 -3.0836 0.08
H 2.9597 1.4298 -2.9555 0.11
O 3.1495 -2.8773 1.1123 0.12
C -2.8532 -3.1446 0.8397 -0.19
H 0.3194 0.4737 -6.1858 0.10
H -2.2663 2.8140 -2.9577 0.13
H 1.2254 0.8244 -1.3547 0.08
H 0.6604 2.3645 5.6509 0.09
N 0.2128 1.3428 3.8881 -0.13
C 1.7668 1.0110 -4.6915 -0.13
C 1.7748 5.8032 -0.6412 -0.03
H -2.2753 -4.1721 -3.5347 0.10
O 2.2752 -4.9103 1.1000 0.08
C -3.5629 -2.2060 1.5783 -0.02
C -0.4143 -3.8320 0.8790 -0.58
C -3.5540 -0.8066 -2.1687 -0.08
C -4.9367 -2.3452 1.6866 -0.06
H -0.6534 -2.7437 5.0290 0.10
C -0.1775 2.5810 3.2427 -0.04
C -0.6101 3.2920 -1.5434 -0.40
C 1.0634 -0.4588 0.8386 -0.55
H -1.9633 -1.7702 4.3311 0.09
C -0.2390 0.2889 -2.8304 -0.30
H 2.1316 3.7454 -4.0087 0.08
H -3.9206 0.1545 -1.8261 0.08
C -4.4586 -1.8055 -2.5123 -0.09
C -1.7378 -2.2495 -2.7791 -0.04
H -5.5200 -1.6234 -2.3980 0.10
C 1.9888 3.5079 0.0924 0.01
H 1.6980 2.4691 0.0129 0.09
O -1.6356 0.2887 3.0820 -0.05
C -2.1776 -1.0052 -2.3030 -0.37
C 1.0161 0.7454 -2.4099 -0.03
C 1.7517 4.7280 -3.7209 0.01
N -1.2601 -0.0047 -1.9247 -0.12
C 0.5253 0.5571 -5.1250 -0.10
H -0.9202 3.1270 3.8344 0.10
H -0.8788 -2.6922 3.2749 0.08
O 2.2918 -0.4432 0.9506 0.06
H -1.8594 3.9780 -5.3517 0.09
C -0.9382 -2.1005 4.1946 -0.03
C -3.4810 -4.2073 0.2161 -0.05
H 2.8692 -1.9223 1.0150 0.05
C 1.3659 -1.2758 4.1464 -0.05
H 0.9670 0.6287 5.7101 0.08
C 3.2562 5.2519 1.1706 -0.08
H 1.5370 -2.1531 3.5164 0.09
C 2.6948 6.1936 0.3196 -0.08
C -4.0115 -3.0122 -3.0211 -0.11
C -2.6418 -3.2277 -3.1496 -0.09
H 1.7366 -1.5048 5.1493 0.09
H 2.0757 1.6921 4.8254 0.09
Cl -0.6813 -5.4952 1.0632 0.84
C 0.7706 -3.1138 0.8900 -0.05
H 1.5881 5.3385 -4.6049 0.09
H -6.6547 -3.5250 1.1768 0.10
C -1.3419 3.3309 -2.7683 0.07
C 2.1301 -3.7160 1.0351 -0.51
H 2.9647 7.2376 0.4084 0.10
O 0.3428 0.5885 0.7352 -0.19
C 1.0274 1.5088 5.0768 -0.06
H 3.9726 5.5598 1.9208 0.10
N -1.4378 -2.9563 0.7354 -0.05
Sn -1.7441 0.7070 0.0732 1.37
C 1.9958 1.0981 -3.3258 -0.10
H -0.5877 2.3834 2.2593 0.05
N -0.9721 -1.7055 0.6738 0.09
C -5.5821 -3.4162 1.0819 -0.08
H -0.6723 -2.4238 -2.8750 0.12
H -1.4206 -0.1344 -4.5804 0.11
H -0.1383 3.7996 -5.6873 0.09
C 0.3378 -1.7701 0.7878 -0.13
N -0.0529 -0.9546 4.1603 -0.13
C -0.4583 0.2054 -4.2184 -0.04
N 0.5105 4.0434 -1.7458 0.06
H -5.5012 -1.6164 2.2529 0.11
C 1.4372 4.4607 -0.7547 -0.18
C -4.8544 -4.3436 0.3527 -0.07
H -4.7171 -3.7823 -3.3059 0.10
N 0.4790 4.6113 -3.0139 -0.04
H 0.7064 3.2081 3.1212 0.09
H 1.3121 6.5306 -1.2962 0.12
H -5.3565 -5.1706 -0.1320 0.11
H -3.0399 -1.3805 2.0495 0.07
H -0.8044 5.4008 -5.3220 0.09
```

Output
Multiplicity = 1
Lowest unoccupied orbital energy = 0.49 eV
HOMO = -7.1 eV
HOMO-LUMO gap = 7.64 eV


The evaluated energy relative to the best compared isomer or geometry (same formula, charge and spin) for the records listed, in turn: 5.4, 0.0 kcal/mol.